Record 1
This record from the OMol25 dataset describes a structure of composition C10H4BeClF17O3S at a distorted geometry. The level of theory is wB97M-V/def2-TZVPD.

XYZ file:
```
37
Properties=species:S:1:pos:R:3:nbo_charge:R:1
O 4.83 1.46 1.11 -0.73
S 4.12 2.52 0.21 1.77
O 3.08 3.53 1.15 -0.61
Cl 3.61 3.58 2.76 0.45
O 3.06 1.77 -0.92 -0.60
C 3.59 0.46 -1.36 -0.13
C 3.00 -0.79 -0.42 -0.51
C 1.64 -1.37 -1.13 0.67
F 0.88 -0.32 -1.86 -0.32
F 2.11 -2.34 -2.18 -0.33
C 0.69 -2.28 -0.11 0.59
F 1.65 -3.25 0.55 -0.34
F -0.18 -3.10 -0.98 -0.27
C -0.05 -1.43 1.07 0.62
F 0.29 0.03 1.00 -0.27
F 0.56 -1.90 2.37 -0.42
C -1.66 -1.66 1.22 0.60
F -2.03 -1.15 2.59 -0.31
F -2.08 -3.12 1.26 -0.30
C -2.59 -0.91 0.10 0.60
F -1.96 -0.78 -1.25 -0.29
F -3.78 -1.82 -0.12 -0.28
C -3.21 0.54 0.55 0.61
F -2.27 1.44 1.24 -0.31
F -4.35 0.27 1.49 -0.29
C -3.87 1.42 -0.70 0.59
F -5.00 2.19 -0.06 -0.29
F -4.53 0.56 -1.74 -0.28
C -2.85 2.55 -1.32 0.94
F -2.78 3.79 -0.47 -0.30
F -1.45 2.10 -1.51 -0.32
F -3.40 2.93 -2.66 -0.29
H 4.77 0.46 -1.34 0.25
H 3.29 0.31 -2.51 0.28
H 2.86 -0.47 0.71 0.25
H 3.80 -1.64 -0.45 0.30
Be 0.20 -3.59 3.71 1.28
```

For the frontier orbital gap, the calculation gives 1.8437 eV. As for the electronic energy: -86495.2156 eV. The total charge is +2. For the maximum force, the calculation gives 5.70 eV Å⁻¹. For the energy relative to the best compared isomer or geometry (same formula, charge and spin), the calculation gives 266.64 kcal/mol. As for the HOMO energy: -0.5853 Ha.

***

Record 2
This record from the OMol25 dataset describes a structure of composition C45H32F9N4O5PRuS at a distorted geometry. The level of theory is wB97M-V/def2-TZVPD.

XYZ file:
```
98
Properties=species:S:1:pos:R:3:mulliken_spin:R:1
Ru 11.16 13.19 12.26 3.42
C 9.49 12.76 17.49 0.13
C 9.19 12.29 16.20 -0.06
C 9.99 12.54 15.10 0.28
C 11.17 13.31 15.35 -0.16
C 11.45 13.81 16.65 0.13
C 10.65 13.52 17.76 -0.07
N 12.11 13.41 14.34 0.27
N 13.40 13.62 14.74 0.40
C 14.30 14.13 13.85 -0.04
C 13.99 14.70 12.58 0.24
C 15.02 15.28 11.78 -0.04
C 16.32 15.27 12.20 0.12
C 16.67 14.81 13.49 -0.08
C 15.66 14.25 14.31 0.08
H 8.67 12.71 18.25 0.01
H 8.26 11.78 16.05 0.00
H 9.81 12.24 14.07 -0.04
H 12.32 14.44 16.77 0.01
H 10.81 14.00 18.69 0.00
H 12.97 14.91 12.37 -0.05
H 14.75 15.74 10.85 0.00
H 17.11 15.70 11.67 0.00
H 17.69 14.79 14.00 0.00
C 8.64 16.83 12.32 -0.01
C 7.89 16.66 11.17 0.01
C 7.80 15.34 10.69 -0.01
C 8.47 14.29 11.28 0.06
N 9.09 14.48 12.44 0.02
C 9.11 15.68 13.01 0.03
C 8.44 12.94 10.71 -0.04
C 7.64 12.63 9.65 -0.01
C 7.80 11.39 9.03 0.00
C 8.63 10.46 9.60 0.00
C 9.28 10.74 10.78 0.03
N 9.22 11.98 11.27 0.04
H 8.80 17.80 12.72 0.00
H 7.47 17.48 10.58 0.00
H 7.21 15.02 9.85 0.00
H 9.40 15.66 14.04 0.00
H 6.98 13.34 9.20 0.00
H 7.39 11.13 8.08 0.00
H 8.89 9.50 9.14 0.00
H 9.87 10.06 11.39 0.00
O 10.54 13.13 8.84 0.01
S 11.71 13.87 9.31 0.01
O 12.84 12.98 9.74 0.04
O 11.30 14.57 10.66 0.16
O 12.13 14.90 8.40 0.01
C 15.54 12.56 16.32 0.01
C 16.11 13.81 15.68 0.01
O 17.00 14.43 16.28 0.02
H 16.26 11.80 16.52 0.00
H 14.64 12.15 15.85 -0.01
H 15.10 12.93 17.28 0.00
F 12.48 7.93 6.22 0.00
C 12.95 7.34 7.28 0.00
F 12.29 6.20 7.54 0.00
F 14.17 6.90 7.05 0.00
C 12.81 8.20 8.51 0.00
C 13.68 8.01 9.56 0.00
C 13.55 8.86 10.66 -0.01
C 12.64 9.93 10.63 0.04
C 11.83 10.16 9.51 0.02
C 11.93 9.31 8.46 0.00
P 12.60 11.11 11.97 -0.01
C 12.22 10.04 13.44 0.04
C 11.49 8.85 13.25 -0.01
C 11.03 8.17 14.37 -0.01
C 11.41 8.62 15.64 0.00
C 12.21 9.72 15.83 -0.01
C 12.61 10.44 14.73 -0.04
C 10.96 7.71 16.82 0.00
F 9.61 7.44 16.80 0.00
F 11.51 6.53 16.72 0.00
F 11.26 8.27 17.99 0.00
C 14.49 11.24 12.07 -0.03
C 15.25 10.78 13.16 0.01
C 16.61 10.98 13.13 -0.01
C 17.25 11.66 12.13 -0.01
C 16.49 12.11 11.09 0.01
C 15.14 11.83 11.00 0.01
C 18.70 11.64 11.94 0.00
F 19.14 10.74 11.00 0.00
F 19.19 12.83 11.49 0.00
F 19.35 11.38 13.05 0.00
H 14.49 7.32 9.56 0.00
H 14.21 8.77 11.54 0.00
H 11.24 11.10 9.33 -0.01
H 11.30 9.49 7.60 0.00
H 11.25 8.47 12.25 0.01
H 10.41 7.35 14.32 0.00
H 12.61 10.01 16.78 0.00
H 13.13 11.39 14.90 0.04
H 14.76 10.32 13.94 0.00
H 17.17 10.53 13.95 0.00
H 16.90 12.72 10.20 0.01
H 14.59 12.29 10.25 -0.01
```

For the frontier orbital gap (spin up / spin down), the calculation gives 5.7796 / 6.9143 eV. As for the electronic energy: -110546.4053 eV. The total charge is -1. As for the expectation value of S²: 8.797. As for the spin multiplicity: 6. For the maximum force, the calculation gives 3.18 eV Å⁻¹. For the energy relative to the best compared isomer or geometry (same formula, charge and spin), the calculation gives 30.03 kcal/mol. As for the HOMO energy (spin up / spin down): -0.1501 / -0.1984 Ha.

***

Record 3
This record from the OMol25 dataset describes a structure of composition C12H10F6IN2O8S2. The level of theory is wB97M-V/def2-TZVPD.

XYZ file:
```
41
Properties=species:S:1:pos:R:3:nbo_charge:R:1
C -2.40 -1.58 -1.42 -0.64
C -1.15 -0.68 -1.48 -0.30
I 0.52 -1.73 -0.62 0.12
C -1.36 0.71 -0.78 -0.48
C -1.34 1.77 -1.83 0.00
C -2.38 2.07 -2.63 -0.28
C -2.18 3.12 -3.66 0.52
O -3.02 3.95 -3.94 -0.51
C -0.83 3.11 -4.30 -0.09
C -0.69 3.40 -5.77 -0.12
O -0.35 2.18 -6.46 -0.40
N 1.06 2.01 -6.47 0.36
O 1.35 0.90 -6.28 -0.24
C 0.20 2.85 -3.49 -0.22
C -0.09 2.56 -2.06 0.50
O 0.60 2.96 -1.16 -0.47
H -3.19 -1.14 -0.81 0.21
H -2.78 -1.72 -2.43 0.21
H -2.19 -2.56 -1.01 0.24
H -0.90 -0.53 -2.52 0.21
H -0.55 0.85 -0.07 0.26
H -2.32 0.67 -0.28 0.23
H -3.33 1.56 -2.56 0.23
H 0.07 4.15 -5.98 0.21
H -1.66 3.68 -6.18 0.22
H 1.23 2.83 -3.84 0.23
C 2.22 -1.86 7.68 0.71
F 1.82 -1.21 8.78 -0.32
F 3.48 -1.50 7.42 -0.32
F 2.22 -3.17 7.94 -0.32
S 1.10 -1.45 6.27 2.25
O 1.24 -0.03 6.09 -0.94
O -0.19 -1.92 6.69 -0.94
N 1.83 -2.35 5.20 -1.23
S 1.27 -2.41 3.72 2.25
O 1.44 -1.21 2.95 -0.94
O 0.03 -3.12 3.56 -0.94
C 2.55 -3.57 3.06 0.71
F 2.54 -4.74 3.71 -0.32
F 3.78 -3.05 3.17 -0.32
F 2.32 -3.80 1.77 -0.33
```

For the frontier orbital gap, the calculation gives 6.8157 eV. As for the electronic energy: -78039.5853 eV. The total charge is -1. For the maximum force, the calculation gives 0.90 eV Å⁻¹. For the energy relative to the best compared isomer or geometry (same formula, charge and spin), the calculation gives 0.00 kcal/mol. As for the HOMO energy: -0.2357 Ha.

***

What did the third record say?
This record from the OMol25 dataset describes a structure of composition C12H10F6IN2O8S2. The level of theory is wB97M-V/def2-TZVPD.

XYZ file:
```
41
Properties=species:S:1:pos:R:3:nbo_charge:R:1
C -2.40 -1.58 -1.42 -0.64
C -1.15 -0.68 -1.48 -0.30
I 0.52 -1.73 -0.62 0.12
C -1.36 0.71 -0.78 -0.48
C -1.34 1.77 -1.83 0.00
C -2.38 2.07 -2.63 -0.28
C -2.18 3.12 -3.66 0.52
O -3.02 3.95 -3.94 -0.51
C -0.83 3.11 -4.30 -0.09
C -0.69 3.40 -5.77 -0.12
O -0.35 2.18 -6.46 -0.40
N 1.06 2.01 -6.47 0.36
O 1.35 0.90 -6.28 -0.24
C 0.20 2.85 -3.49 -0.22
C -0.09 2.56 -2.06 0.50
O 0.60 2.96 -1.16 -0.47
H -3.19 -1.14 -0.81 0.21
H -2.78 -1.72 -2.43 0.21
H -2.19 -2.56 -1.01 0.24
H -0.90 -0.53 -2.52 0.21
H -0.55 0.85 -0.07 0.26
H -2.32 0.67 -0.28 0.23
H -3.33 1.56 -2.56 0.23
H 0.07 4.15 -5.98 0.21
H -1.66 3.68 -6.18 0.22
H 1.23 2.83 -3.84 0.23
C 2.22 -1.86 7.68 0.71
F 1.82 -1.21 8.78 -0.32
F 3.48 -1.50 7.42 -0.32
F 2.22 -3.17 7.94 -0.32
S 1.10 -1.45 6.27 2.25
O 1.24 -0.03 6.09 -0.94
O -0.19 -1.92 6.69 -0.94
N 1.83 -2.35 5.20 -1.23
S 1.27 -2.41 3.72 2.25
O 1.44 -1.21 2.95 -0.94
O 0.03 -3.12 3.56 -0.94
C 2.55 -3.57 3.06 0.71
F 2.54 -4.74 3.71 -0.32
F 3.78 -3.05 3.17 -0.32
F 2.32 -3.80 1.77 -0.33
```

For the frontier orbital gap, the calculation gives 6.8157 eV. As for the electronic energy: -78039.5853 eV. The total charge is -1. For the maximum force, the calculation gives 0.90 eV Å⁻¹. For the energy relative to the best compared isomer or geometry (same formula, charge and spin), the calculation gives 0.00 kcal/mol. As for the HOMO energy: -0.2357 Ha.

***

Which formula does entry 2 have? C45H32F9N4O5PRuS

***

Among the records above, which one has the highest electronic energy? C12H10F6IN2O8S2